{"formula": "C15H24BiIN2O7P2", "method": "ωB97M-V with the def2-TZVPD basis set", "charge": 2, "orbital_gap_ev": 6.3085, "homo_ev": -15.02, "e_tot_ha": -2416.3472, "lumo_energy_ev": -8.71, "relative_energy_kcal_mol": 0.0, "species": ["Bi", "I", "P", "P", "O", "O", "O", "O", "O", "O", "O", "N", "N", "C", "C", "C", "C", "C", "C", "C", "C", "C", "C", "C", "C", "C", "C", "C", "H", "H", "H", "H", "H", "H", "H", "H", "H", "H", "H", "H", "H", "H", "H", "H", "H", "H", "H", "H", "H", "H", "H", "H"], "xyz": [[1.0747, -2.0008, 0.3595], [3.0930, -2.5354, 2.2892], [-1.1664, -2.4568, 1.9548], [2.6840, -0.6370, -1.5003], [-1.5273, 2.8311, -4.4861], [1.5817, 0.7737, 2.6458], [-2.5218, 4.7796, -4.1838], [-3.4623, 6.2948, 0.3510], [-0.5400, -0.1354, -0.6809], [-2.8394, 5.0562, 2.0550], [-0.6672, 0.7648, 1.3947], [-2.9509, 5.2612, 0.8241], [-2.0354, 3.7060, -3.7515], [3.5957, -1.6633, -2.7036], [1.2031, 0.1477, 1.7556], [-2.5511, 4.4651, -1.4658], [-2.7507, -1.6513, 1.5401], [-0.7854, -1.8495, 3.6216], [-1.9055, 3.0707, 0.4328], [2.5257, -4.4563, 0.9942], [-0.8436, 0.7964, 0.1225], [1.8491, 0.6078, -2.5334], [-1.4433, 2.0666, -0.4375], [-1.5337, 2.2673, -1.8225], [-1.6369, -4.2037, 2.1833], [-2.4654, 4.2560, -0.0827], [3.9967, 0.3098, -0.6489], [-2.0596, 3.4731, -2.3268], [2.8815, -2.1396, -3.3904], [3.4933, -4.7210, 0.5370], [1.7216, -4.3814, 0.2497], [4.7147, 0.6790, -1.4000], [-1.5727, -2.1935, 4.3078], [-0.7734, -4.7840, 2.5381], [-1.8301, 2.9323, 1.5127], [-2.7544, -0.6133, 1.9019], [4.1570, -2.4478, -2.1761], [3.5484, 1.1624, -0.1156], [-2.9725, 5.3807, -1.8596], [2.5275, 0.9647, -3.3209], [1.5259, 1.4605, -1.9240], [0.9572, 0.1656, -2.9959], [-2.8789, -1.6483, 0.4472], [0.1863, -2.2368, 3.9536], [-3.5805, -2.2101, 2.0024], [-1.9774, -4.6201, 1.2231], [2.2848, -5.1939, 1.7805], [-2.4539, -4.2678, 2.9184], [4.2942, -1.0360, -3.2773], [-1.1816, 1.4967, -2.5068], [-0.7517, -0.7519, 3.6176], [4.5169, -0.3344, 0.0762]]}



{"formula": "C15H24Cl12F2O9", "method": "ωB97M-V with the def2-TZVPD basis set", "orbital_gap_ev": 11.0905, "homo_ev": -10.81, "e_tot_ha": -6985.1646, "lumo_energy_ev": 0.28, "relative_energy_kcal_mol": 4.3, "species": ["Cl", "Cl", "Cl", "Cl", "Cl", "Cl", "Cl", "Cl", "Cl", "Cl", "Cl", "Cl", "F", "F", "O", "O", "O", "O", "O", "O", "O", "O", "O", "C", "C", "C", "C", "C", "C", "C", "C", "C", "C", "C", "C", "C", "C", "C", "H", "H", "H", "H", "H", "H", "H", "H", "H", "H", "H", "H", "H", "H", "H", "H", "H", "H", "H", "H", "H", "H", "H", "H"], "xyz": [[14.4690, -6.4300, 4.0651], [14.3599, -1.4117, 11.1796], [14.6125, -4.1758, 13.1570], [11.5292, -6.7525, 12.4337], [13.1114, -3.2426, 15.4518], [17.7556, -2.6147, 10.3446], [10.8820, -7.0576, 9.6188], [14.7269, -9.1978, 11.5594], [15.7275, -8.2881, 14.1336], [18.9127, -4.5476, 8.4411], [17.1659, -7.3480, 3.2890], [12.4167, -1.6009, 9.0084], [13.8380, -4.6018, 9.0991], [20.8032, -6.3280, 6.4754], [19.9057, -13.2432, 7.6600], [16.6288, -7.7920, 7.6956], [20.3962, -11.3151, 8.6325], [21.9949, -7.8395, 7.7232], [15.0599, -6.2272, 8.0606], [21.8155, -7.8165, 9.9792], [16.1976, -7.0335, 9.7917], [18.2495, -11.9075, 8.2337], [20.0006, -7.8977, 8.6590], [21.0592, -7.6508, 6.7043], [17.7705, -10.7904, 8.9844], [16.0411, -7.0386, 4.6164], [15.5790, -5.8241, 10.2101], [18.9782, -14.3174, 7.7230], [15.9917, -7.1486, 8.4519], [16.1745, -8.8667, 12.5215], [19.5732, -12.0784, 8.2112], [10.3238, -7.2879, 11.2749], [14.4068, -5.8138, 9.2440], [12.7811, -2.0083, 10.7059], [21.3235, -7.8645, 8.9112], [19.8122, -8.2982, 7.2932], [19.0598, -3.7537, 10.0160], [14.5951, -3.0486, 14.5135], [16.2129, -4.9478, 10.0488], [12.7372, -3.0876, 10.7882], [19.8259, -9.3848, 7.2458], [19.5551, -15.2362, 7.6158], [10.0990, -8.3403, 11.4357], [16.7825, -9.7565, 12.6329], [13.6511, -6.5336, 9.5665], [15.4600, -3.2238, 15.1455], [15.2694, -5.8150, 11.2533], [18.8834, -7.8811, 6.9229], [21.4318, -8.0371, 5.7620], [16.6840, -10.7728, 8.9660], [15.8597, -7.9625, 5.1462], [18.0765, -10.7885, 10.0293], [11.9771, -1.5735, 11.2882], [16.7447, -8.1013, 12.0072], [19.9556, -3.1410, 9.9899], [18.4602, -14.3405, 8.6790], [14.6716, -2.0238, 14.1626], [19.2114, -4.5237, 10.7644], [18.2479, -14.3357, 6.9124], [18.1095, -9.8890, 8.4824], [16.4417, -6.2702, 5.2636], [9.3685, -6.7937, 11.4332]]}



{"formula": "C15H24N2O2", "method": "ωB97M-V with the def2-TZVPD basis set", "orbital_gap_ev": 8.9907, "homo_ev": -8.17, "e_tot_ha": -845.9047, "lumo_energy_ev": 0.82, "relative_energy_kcal_mol": 98.8, "species": ["O", "O", "N", "N", "C", "C", "C", "C", "C", "C", "C", "C", "C", "C", "C", "C", "C", "C", "C", "H", "H", "H", "H", "H", "H", "H", "H", "H", "H", "H", "H", "H", "H", "H", "H", "H", "H", "H", "H", "H", "H", "H", "H"], "xyz": [[1.3510, 0.4690, -2.8397], [-2.1495, -2.5974, -1.7194], [2.0363, 0.5651, 0.3313], [-1.6454, -0.4330, -1.1091], [1.1325, 1.4447, 2.4415], [3.2084, -0.0316, -0.3905], [-0.2155, 1.8033, 1.6814], [-2.9193, -2.0036, 0.4063], [-3.0067, 0.5494, 0.7421], [-3.0242, -0.8864, 1.4910], [2.3938, 1.4306, 1.4574], [0.8402, 0.8266, -0.4932], [-0.3345, 0.7250, 0.6280], [1.3487, -1.4818, -1.4246], [0.7159, -0.1290, -1.7227], [-0.7801, -0.2405, -2.2931], [-1.7091, 0.6237, -0.0679], [2.7888, -1.3788, -0.8318], [-2.2168, -1.6706, -0.9171], [-3.9102, -2.3535, 0.1212], [3.3760, 1.2826, 1.9737], [-3.0576, 1.3505, 1.5067], [-4.0241, -1.0078, 2.0194], [1.9727, 1.0836, -2.4179], [3.3909, 0.5894, -1.2716], [-3.8485, 0.6920, 0.0036], [-1.7844, 1.6409, -0.5952], [-2.4485, -2.9515, 0.6992], [1.2062, 2.1632, 3.2048], [-0.0899, 2.7777, 1.1684], [0.6935, -1.9658, -0.6590], [2.9615, -2.0370, -0.0015], [-1.0111, 0.7371, -2.8096], [0.7799, 1.8297, -0.8960], [4.2070, 0.0518, 0.1128], [-0.3434, -0.1698, 1.0789], [1.0712, 0.4005, 2.7571], [1.3388, -2.0989, -2.3179], [2.5401, 2.3346, 0.9430], [-2.1847, -0.9159, 2.1648], [3.4456, -1.7876, -1.5549], [-1.0688, 1.7235, 2.4327], [-1.0265, -0.9539, -3.0324]]}



{"formula": "C15H24N2O2", "method": "ωB97M-V with the def2-TZVPD basis set", "orbital_gap_ev": 8.6086, "homo_ev": -8.10, "e_tot_ha": -845.9344, "lumo_energy_ev": 0.51, "relative_energy_kcal_mol": 80.2, "species": ["O", "O", "N", "N", "C", "C", "C", "C", "C", "C", "C", "C", "C", "C", "C", "C", "C", "C", "C", "H", "H", "H", "H", "H", "H", "H", "H", "H", "H", "H", "H", "H", "H", "H", "H", "H", "H", "H", "H", "H", "H", "H", "H"], "xyz": [[-3.8126, 1.4443, -0.4203], [2.1142, -1.8940, -1.6517], [-1.0729, -0.6630, -0.6859], [-1.9992, 0.2666, -0.9593], [-1.1527, 0.3375, 2.3678], [3.3031, 1.7581, -0.5464], [2.9523, 2.7213, 0.5821], [2.8024, -2.8798, -1.0606], [1.4506, 2.8024, 0.8611], [0.3435, 0.1293, -2.5583], [0.9456, -1.7592, -0.9808], [-3.2309, -0.3780, 1.0496], [-3.0686, 0.5282, -0.1425], [-0.6074, 1.6373, 1.7768], [0.8971, -2.6727, 0.0474], [-2.6809, 0.2465, 2.3416], [2.1044, -3.3968, -0.0100], [0.8924, 1.5370, 1.5075], [-0.0015, -0.7482, -1.3849], [1.0712, 0.6792, 0.8565], [3.7637, -3.1191, -1.4705], [2.4136, -4.1907, 0.6382], [1.2598, 3.6489, 1.5253], [-1.1248, 1.8668, 0.8447], [-3.1167, 1.2383, 2.4753], [-2.7271, -1.3234, 0.8542], [-0.7389, -0.5049, 1.8104], [2.8110, 2.0585, -1.4690], [-0.3939, 0.0087, -3.3529], [2.9970, 0.7432, -0.3063], [3.4690, 2.4148, 1.4944], [0.3562, 1.1768, -2.2543], [-1.8892, 0.8966, -1.7550], [0.9203, 2.9971, -0.0746], [-0.8039, 2.4632, 2.4646], [1.4168, 1.3522, 2.4482], [1.3219, -0.1333, -2.9466], [-3.0161, -0.3788, 3.1717], [3.3146, 3.7176, 0.3167], [4.3770, 1.7554, -0.7195], [0.0931, -2.7962, 0.7416], [-0.8037, 0.2544, 3.3996], [-4.3016, -0.5477, 1.1763]]}



{"formula": "C15H24N2O4Si", "method": "ωB97M-V with the def2-TZVPD basis set", "orbital_gap_ev": 9.7864, "homo_ev": -9.35, "e_tot_ha": -1285.9857, "lumo_energy_ev": 0.43, "species": ["Si", "O", "O", "O", "O", "N", "N", "C", "C", "C", "C", "C", "C", "C", "C", "C", "C", "C", "C", "C", "C", "C", "H", "H", "H", "H", "H", "H", "H", "H", "H", "H", "H", "H", "H", "H", "H", "H", "H", "H", "H", "H", "H", "H", "H", "H"], "xyz": [[0.7584, -1.5209, -0.8023], [-0.6228, 1.0249, 0.9182], [-0.7955, -1.5669, -0.1512], [-0.3260, 6.9712, 1.7710], [-3.0385, 3.4303, 1.9383], [-1.7933, 5.2600, 1.6718], [-1.3024, 3.3212, 0.3832], [-2.8971, 0.2800, 1.0032], [-2.0773, 3.9344, 1.3756], [2.6814, -3.3439, 0.4761], [-0.6486, 5.9244, 1.2175], [0.3687, -4.1217, -0.2821], [-2.8769, 1.3663, 0.2347], [-0.9723, -1.3940, 1.2350], [-0.2555, 4.0112, -0.1728], [0.4501, -1.1520, -2.6259], [2.2101, -3.7386, -1.9697], [0.1192, 5.2443, 0.2376], [-1.5135, 0.0176, 1.4994], [1.7936, -0.0860, -0.1835], [1.6027, -3.2820, -0.6348], [-1.4788, 1.8721, 0.1051], [1.4850, -3.5802, -2.7808], [-0.2323, -1.8614, -3.0362], [-0.2295, -3.6877, 0.5015], [-1.4361, 0.2636, 2.5745], [0.3211, 3.5595, -0.9529], [-3.7603, -0.3280, 1.1875], [2.4516, -4.8094, -1.9121], [-2.2757, 5.6411, 2.4708], [-1.1526, 1.7108, -0.9156], [3.1376, -3.2267, -2.1848], [1.2737, 0.8529, -0.2424], [3.5297, -2.7365, 0.1764], [1.3266, -1.0889, -3.2621], [2.9666, -4.3796, 0.6324], [0.0082, -1.5434, 1.6843], [-1.6717, -2.2073, 1.5063], [2.3564, -2.9332, 1.4345], [-0.0398, -0.1728, -2.6896], [0.9717, 5.7274, -0.2007], [0.7063, -5.1458, 0.0020], [-3.7206, 1.9080, -0.1087], [2.0342, -0.3032, 0.8440], [-0.1891, -4.1756, -1.2177], [2.7533, 0.0645, -0.7551]]}